1.
{
  "formula": "C31H70F18N14O39S18",
  "method": "ωB97M-V/def2-TZVPD",
  "symbols": ["C", "C", "O", "N", "H", "H", "C", "H", "H", "H", "H", "H", "H", "C", "C", "O", "N", "H", "H", "C", "H", "H", "H", "H", "H", "H", "C", "C", "C", "C", "C", "C", "N", "O", "C", "C", "C", "H", "H", "H", "H", "H", "H", "H", "H", "H", "H", "H", "H", "H", "H", "H", "H", "H", "H", "C", "C", "C", "N", "C", "C", "C", "C", "C", "H", "H", "H", "H", "H", "H", "H", "H", "H", "H", "H", "H", "H", "H", "H", "H", "H", "H", "C", "C", "C", "N", "C", "C", "C", "C", "C", "H", "H", "H", "H", "H", "H", "H", "H", "H", "H", "H", "H", "H", "H", "H", "H", "H", "H", "N", "S", "O", "O", "F", "S", "O", "O", "F", "N", "S", "O", "O", "F", "S", "O", "O", "F", "N", "S", "O", "O", "F", "S", "O", "O", "F", "N", "S", "O", "O", "F", "S", "O", "O", "F", "N", "S", "O", "O", "F", "S", "O", "O", "F", "N", "S", "O", "O", "F", "S", "O", "O", "F", "N", "S", "O", "O", "F", "S", "O", "O", "F", "N", "S", "O", "O", "F", "S", "O", "O", "F", "N", "S", "O", "O", "F", "S", "O", "O", "F"],
  "coordinates": [[24.3830, 4.5261, -4.3795], [25.3102, 5.2584, -5.3520], [25.0134, 5.5446, -6.5291], [26.5964, 5.7122, -4.7383], [26.4510, 6.4597, -4.0749], [27.0243, 4.9533, -4.2273], [27.5665, 6.1875, -5.8743], [24.2043, 5.3140, -3.6478], [24.6952, 3.6343, -3.8360], [23.3953, 4.3958, -4.8218], [27.1101, 7.0110, -6.4234], [27.6730, 5.2717, -6.4558], [28.5304, 6.4631, -5.4464], [27.3744, -13.3932, -9.6686], [27.8130, -12.6259, -10.9376], [28.0661, -13.2465, -11.9538], [27.7724, -11.0891, -10.8545], [27.0566, -10.5988, -11.3714], [27.5505, -10.8681, -9.8943], [29.1886, -10.5333, -11.1674], [26.2865, -13.4447, -9.7130], [27.6929, -12.8059, -8.8074], [27.8296, -14.3812, -9.7381], [29.5805, -11.0097, -12.0660], [29.8763, -10.7308, -10.3451], [29.1368, -9.4542, -11.3123], [22.1190, -2.1482, -15.3134], [22.2227, -1.2244, -14.0960], [20.9378, -1.3339, -13.2321], [21.0338, -0.7135, -11.8397], [22.1031, -1.4197, -11.0608], [23.5244, -1.4728, -11.6943], [23.3086, -1.6957, -13.1710], [24.2655, -2.4466, -13.8058], [24.2463, -2.6941, -11.1007], [24.1874, -0.0384, -11.5023], [22.5454, 0.2243, -14.5843], [23.0376, -2.1168, -15.8993], [21.2697, -1.9801, -15.9756], [22.0726, -3.1682, -14.9318], [20.7123, -2.3737, -12.9952], [20.1090, -0.8883, -13.7822], [20.0669, -0.8763, -11.3635], [21.0787, 0.3720, -11.9283], [21.6923, -2.3512, -10.6714], [22.1477, -0.9141, -10.0962], [23.7266, -3.6402, -11.2524], [24.3523, -2.6478, -10.0168], [25.1910, -2.8964, -11.6053], [23.4047, 0.6904, -11.7129], [25.1185, 0.1675, -12.0302], [24.5376, 0.1043, -10.4799], [22.8237, 0.9351, -13.8062], [21.6932, 0.5782, -15.1644], [23.3029, 0.4418, -15.3373], [12.3203, -1.5127, -18.3553], [12.9548, -2.5084, -19.3220], [12.3204, -3.9251, -19.2528], [12.8098, -4.8854, -20.3616], [14.3188, -5.0154, -20.3510], [12.1740, -6.2569, -20.1553], [11.0628, -6.4290, -21.2846], [11.0032, -5.0124, -21.9223], [12.3858, -4.3974, -21.7229], [11.3312, -1.2811, -18.7504], [12.7846, -0.5288, -18.4228], [12.2268, -1.7850, -17.3040], [13.9841, -2.5944, -18.9740], [12.9276, -1.9233, -20.2413], [11.2375, -3.8186, -19.3159], [12.4634, -4.3819, -18.2735], [14.4365, -5.8377, -21.0568], [14.7232, -5.2487, -19.3661], [14.8446, -4.0842, -20.5619], [12.8508, -7.1078, -20.0771], [11.6171, -6.1858, -19.2210], [11.4390, -7.1296, -22.0301], [10.0974, -6.8238, -20.9680], [10.8467, -5.2186, -22.9811], [10.2018, -4.3997, -21.5095], [13.0008, -4.8960, -22.4720], [12.3644, -3.3081, -21.7566], [20.7520, 12.0181, -21.4463], [19.8706, 10.8349, -21.7567], [20.3721, 9.4953, -21.1097], [19.5248, 8.2447, -21.6501], [20.0716, 7.7655, -23.0680], [17.9446, 8.4184, -21.7106], [17.4884, 6.9866, -21.6337], [18.5286, 6.2796, -20.8212], [19.8276, 7.0385, -20.7032], [20.3632, 13.0121, -21.6676], [21.6195, 12.0048, -22.1062], [21.0817, 11.9602, -20.4090], [19.8748, 10.7751, -22.8450], [18.8123, 10.9744, -21.5361], [20.1369, 9.4954, -20.0453], [21.4483, 9.3633, -21.2217], [19.6700, 8.4438, -23.8208], [19.6129, 6.7834, -23.1824], [21.1204, 7.4688, -23.0657], [17.7271, 8.9553, -22.6339], [17.7417, 8.9963, -20.8090], [17.3843, 6.6596, -22.6683], [16.5250, 6.9313, -21.1269], [18.7990, 5.2936, -21.1992], [18.1384, 6.1913, -19.8073], [20.7306, 6.5292, -21.0397], [20.0713, 7.3915, -19.7011], [34.3130, -3.8110, -12.9076], [33.5423, -2.4260, -12.5400], [32.4447, -2.0006, -13.4535], [34.3434, -1.3521, -11.9701], [32.7686, -3.0397, -11.2136], [34.9052, -3.2139, -14.1810], [35.7664, -2.0038, -14.0586], [34.1595, -3.4287, -15.4143], [35.9851, -4.3032, -14.4789], [31.5050, 6.6221, -13.9205], [32.3758, 6.1718, -12.7816], [33.7746, 6.6295, -12.9067], [32.0281, 5.0798, -11.9273], [31.8373, 7.2736, -11.7411], [31.5328, 5.1078, -14.6779], [30.3840, 4.2376, -14.3230], [32.8041, 4.3912, -14.9190], [31.1418, 5.6771, -16.1060], [15.8897, 6.6191, -10.2908], [17.2187, 6.0826, -9.9730], [18.2568, 6.0358, -10.9807], [17.2723, 5.1986, -8.8126], [17.5990, 7.5060, -9.3163], [15.6286, 5.3413, -11.3641], [15.3842, 3.9551, -10.9451], [16.1379, 5.4987, -12.7060], [14.0886, 5.7964, -11.5978], [15.9559, -1.1648, -1.3260], [17.3481, -1.4392, -1.6673], [17.6740, -2.8153, -2.0405], [18.3527, -0.6170, -1.0000], [17.2602, -0.6821, -3.1494], [15.9492, -1.7876, 0.2297], [16.6152, -1.0330, 1.2922], [16.1214, -3.2497, 0.2445], [14.4112, -1.5483, 0.6137], [13.4796, -9.0051, -10.8033], [12.4813, -9.1387, -11.9764], [12.9623, -9.0171, -13.3827], [11.0794, -8.7570, -11.7864], [12.3945, -10.6785, -11.8389], [13.8451, -7.3808, -11.1904], [12.9175, -6.3085, -10.9148], [14.5705, -7.1376, -12.4328], [14.9500, -7.2108, -10.0337], [21.4149, 0.8373, -26.1336], [20.1851, -0.1882, -26.7499], [18.9884, -0.3663, -25.9412], [20.6223, -1.1634, -27.7271], [19.6087, 0.9824, -27.7267], [22.0842, -0.2684, -25.3856], [23.1922, -0.9708, -26.0910], [21.2862, -0.9297, -24.3432], [22.8035, 0.7221, -24.3885], [30.0241, 1.4380, -2.1165], [30.0347, -0.2021, -2.3597], [29.4206, -1.0262, -1.3280], [31.2401, -0.8276, -2.9704], [28.9215, -0.2691, -3.5158], [30.9930, 1.4095, -1.0294], [32.4024, 1.0649, -1.3398], [30.4982, 1.1955, 0.3057], [31.1784, 3.0124, -1.0440], [26.2464, -9.1046, -5.7294], [24.8235, -8.5419, -4.9316], [24.8098, -7.1635, -4.4228], [24.0364, -9.5965, -4.1996], [23.9433, -8.2856, -6.3334], [27.0299, -8.7620, -4.5339], [26.7790, -9.2540, -3.2293], [27.7861, -7.5154, -4.6007], [28.0996, -9.9204, -4.9654], [24.0246, -9.1496, -14.7408], [22.3977, -9.6805, -14.7898], [22.1583, -10.9034, -13.9906], [21.5738, -9.2592, -15.8978], [22.1729, -8.4938, -13.7296], [24.3713, -9.5592, -16.1126], [24.1178, -8.5409, -17.1257], [24.1935, -10.9812, -16.4620], [25.9403, -9.3466, -16.0136]],
  "energy_ha": -13888.06418,
  "gap_ev": 2.96,
  "total_charge": -4
}

***

2.
{
  "formula": "C31H71Br3",
  "method": "ωB97M-V/def2-TZVPD",
  "symbols": ["C", "Br", "Br", "Br", "H", "C", "C", "C", "C", "C", "C", "H", "H", "H", "H", "H", "H", "H", "H", "H", "H", "H", "H", "H", "H", "C", "C", "C", "C", "C", "C", "H", "H", "H", "H", "H", "H", "H", "H", "H", "H", "H", "H", "H", "H", "C", "C", "C", "C", "C", "C", "H", "H", "H", "H", "H", "H", "H", "H", "H", "H", "H", "H", "H", "H", "C", "C", "C", "C", "C", "C", "H", "H", "H", "H", "H", "H", "H", "H", "H", "H", "H", "H", "H", "H", "C", "C", "C", "C", "C", "C", "H", "H", "H", "H", "H", "H", "H", "H", "H", "H", "H", "H", "H", "H"],
  "coordinates": [[-1.6175, -0.2634, 0.5526], [-3.0066, -1.0419, 1.7915], [0.1177, -1.1944, 0.4669], [-1.2102, 1.5601, 1.2405], [-1.9979, -0.0103, -0.4370], [0.5380, 3.0555, -3.5727], [1.4619, 3.4712, -2.4181], [0.8321, 3.4663, -0.9750], [1.8746, 3.6234, 0.1396], [2.3867, 5.0492, 0.5021], [3.2250, 4.9381, 1.8446], [-0.2856, 2.4782, -3.1524], [0.9716, 2.5008, -4.4048], [0.0259, 3.9042, -4.0261], [2.2897, 2.7738, -2.2890], [1.8356, 4.4649, -2.6648], [0.3323, 2.5481, -0.6667], [-0.0236, 4.1415, -0.9818], [1.3745, 3.3623, 1.0723], [2.6669, 2.8922, -0.0204], [2.9565, 5.3680, -0.3707], [1.6372, 5.8024, 0.7450], [3.5393, 3.9114, 2.0320], [4.1218, 5.5569, 1.8122], [2.6623, 5.2891, 2.7096], [-1.9495, 8.3885, 0.1734], [-1.4132, 7.0487, 0.5529], [-2.4568, 6.0943, 1.1048], [-1.8649, 4.8280, 1.8003], [-1.8345, 4.6473, 3.2961], [-0.7644, 5.5316, 3.8309], [-2.5231, 8.3078, -0.7499], [-1.0770, 9.0176, -0.0033], [-2.6158, 8.8932, 0.8729], [-0.9626, 6.5697, -0.3164], [-0.5095, 7.0603, 1.1622], [-3.1409, 5.7314, 0.3377], [-3.0453, 6.6065, 1.8660], [-2.4898, 4.0411, 1.3778], [-0.8687, 4.5627, 1.4464], [-2.7387, 4.9960, 3.7951], [-1.6155, 3.6289, 3.6170], [-0.8468, 6.5877, 3.5740], [-0.7698, 5.4994, 4.9204], [0.1809, 5.1556, 3.4397], [4.9653, -1.8781, 3.5732], [4.4720, -1.9626, 2.1302], [3.4800, -3.1877, 2.0110], [2.8386, -3.3482, 0.6613], [1.7195, -4.3986, 0.6293], [2.2413, -5.8553, 0.8592], [5.6500, -2.6932, 3.8076], [4.1669, -2.1337, 4.2698], [5.4200, -0.8973, 3.7124], [4.0755, -0.9960, 1.8195], [5.2962, -2.2125, 1.4621], [2.7315, -3.1697, 2.8031], [4.0640, -4.0819, 2.2290], [2.4435, -2.3718, 0.3810], [3.5939, -3.4692, -0.1151], [0.9391, -4.1544, 1.3501], [1.2931, -4.1847, -0.3507], [1.4324, -6.5842, 0.8099], [2.8141, -6.2599, 0.0248], [2.7203, -6.0301, 1.8225], [-1.8824, -7.4434, 5.1491], [-2.7109, -6.2121, 4.8693], [-2.6384, -5.7609, 3.3622], [-3.4294, -4.4586, 2.9715], [-4.9196, -4.7433, 2.8277], [-5.7354, -3.6396, 2.0885], [-1.6242, -7.3165, 6.2005], [-0.9821, -7.3082, 4.5498], [-2.2745, -8.4604, 5.1496], [-3.7661, -6.3494, 5.1056], [-2.4946, -5.3490, 5.4989], [-2.9806, -6.6420, 2.8194], [-1.5849, -5.5922, 3.1392], [-3.3681, -3.7560, 3.8026], [-2.9375, -3.9285, 2.1559], [-4.8745, -5.6775, 2.2680], [-5.3960, -4.8228, 3.8049], [-5.2746, -3.3086, 1.1578], [-6.7445, -3.9710, 1.8438], [-5.7896, -2.6918, 2.6240], [0.6126, -1.4162, -9.7242], [0.8570, -1.9319, -8.3068], [0.4263, -0.9289, -7.2216], [0.8444, -1.3274, -5.8195], [0.1089, -0.5004, -4.6998], [0.6233, -0.8654, -3.2774], [-0.4381, -1.2208, -9.9387], [0.9799, -2.1926, -10.3953], [1.1394, -0.4751, -9.8819], [0.3847, -2.9112, -8.2302], [1.8935, -2.2374, -8.1635], [-0.6400, -0.7242, -7.3171], [0.8042, 0.0573, -7.4913], [0.7441, -2.3973, -5.6368], [1.9244, -1.1819, -5.7980], [0.1469, 0.5743, -4.8775], [-0.9471, -0.7330, -4.8377], [0.7027, -1.9491, -3.1921], [1.6245, -0.5951, -2.9419], [-0.1428, -0.5862, -2.5540]],
  "energy_ha": -8945.65813,
  "gap_ev": 9.71
}

***

3.
{
  "formula": "C31H71MnN10O13",
  "method": "ωB97M-V/def2-TZVPD",
  "symbols": ["Mn", "O", "C", "O", "O", "H", "C", "C", "O", "N", "C", "H", "H", "H", "H", "H", "H", "H", "C", "C", "O", "N", "C", "H", "H", "H", "H", "H", "H", "H", "C", "C", "O", "N", "C", "H", "H", "H", "H", "H", "H", "H", "C", "C", "O", "N", "C", "H", "H", "H", "H", "H", "H", "H", "C", "C", "O", "N", "C", "H", "H", "H", "H", "H", "H", "H", "C", "C", "O", "N", "C", "H", "H", "H", "H", "H", "H", "H", "C", "C", "O", "N", "C", "H", "H", "H", "H", "H", "H", "H", "C", "C", "O", "N", "C", "H", "H", "H", "H", "H", "H", "H", "C", "C", "O", "N", "C", "H", "H", "H", "H", "H", "H", "H", "C", "C", "O", "N", "C", "H", "H", "H", "H", "H", "H", "H"],
  "coordinates": [[-1.4701, 1.5088, 2.2639], [0.6471, -0.8199, -0.2177], [-0.0860, -0.0362, 0.5857], [-0.4885, -0.3617, 1.7196], [-0.4245, 1.0988, 0.2588], [0.6905, -0.2827, -1.0122], [-4.3042, 0.3812, 5.0836], [-3.2810, -0.3720, 4.2751], [-2.4384, 0.2265, 3.5911], [-3.3147, -1.7349, 4.2541], [-2.2960, -2.5729, 3.5400], [-4.5553, -0.2540, 5.9331], [-5.2649, 0.4815, 4.5784], [-4.0228, 1.3238, 5.5529], [-3.8729, -2.1077, 5.0089], [-1.2891, -2.2654, 3.8222], [-2.4537, -2.5036, 2.4637], [-2.5630, -3.6018, 3.7813], [-1.4465, -3.1815, -1.1918], [-2.0912, -3.2490, -2.5388], [-3.2635, -2.8463, -2.6902], [-1.3368, -3.5968, -3.6001], [-1.7934, -3.3772, -4.9474], [-0.3930, -3.4586, -1.1544], [-1.8730, -3.9447, -0.5408], [-1.5911, -2.3111, -0.5518], [-0.4332, -3.9796, -3.3611], [-1.6775, -4.2927, -5.5275], [-1.2073, -2.6138, -5.4590], [-2.8434, -3.0860, -4.9190], [4.6651, 1.3155, -3.6668], [3.3390, 0.5564, -3.5283], [2.9535, 0.2688, -2.4357], [2.7405, 0.3024, -4.6344], [1.6126, -0.5918, -4.6450], [5.2650, 0.9462, -4.4985], [5.3267, 1.0604, -2.8390], [4.5588, 2.3701, -3.9212], [3.1331, 0.6414, -5.5010], [0.8107, -0.1102, -4.0855], [1.8154, -1.6027, -4.2913], [1.2652, -0.6415, -5.6770], [-0.4025, 4.0610, -0.6610], [-0.7795, 4.4034, 0.7532], [-0.6844, 3.5733, 1.6180], [-1.0669, 5.7115, 0.9999], [-1.3533, 6.3122, 2.3301], [0.4931, 3.4458, -0.7482], [-0.1757, 4.9907, -1.1830], [-1.2894, 3.6449, -1.1390], [-1.2025, 6.3219, 0.2067], [-0.8865, 7.2966, 2.3654], [-1.0868, 5.6569, 3.1594], [-2.4112, 6.4859, 2.5275], [2.4885, -2.7809, -1.7820], [2.4423, -4.0942, -2.4157], [1.5384, -4.4459, -3.2204], [3.4426, -4.9289, -2.1410], [3.6138, -6.2661, -2.6796], [1.5250, -2.2952, -1.9366], [3.3342, -2.1503, -2.0564], [2.5132, -2.7975, -0.6924], [4.0430, -4.5465, -1.4245], [3.0920, -6.2869, -3.6364], [3.0689, -6.9829, -2.0651], [4.6633, -6.4988, -2.8599], [1.7741, 3.1587, 4.3734], [1.0218, 1.8685, 4.4470], [-0.0135, 1.7686, 3.7607], [1.4495, 0.8804, 5.2028], [0.9119, -0.4390, 5.4024], [2.6079, 3.1371, 3.6716], [2.1305, 3.3712, 5.3813], [1.1051, 3.9135, 3.9600], [2.1599, 1.1375, 5.8730], [1.1486, -1.0422, 4.5259], [-0.1406, -0.5183, 5.6746], [1.4779, -0.8975, 6.2133], [2.7166, 2.2830, 0.8779], [4.1628, 2.7909, 0.9719], [4.9019, 2.3099, 1.7720], [4.6476, 3.7370, 0.1400], [3.8938, 4.3388, -0.9559], [2.3208, 2.1996, -0.1343], [2.1038, 3.0003, 1.4237], [2.5637, 1.3396, 1.4019], [5.5846, 4.1086, 0.2034], [2.8143, 4.2020, -1.0184], [4.3566, 3.8655, -1.8219], [4.0909, 5.3956, -1.1362], [-4.4878, 3.5702, -4.1278], [-3.0361, 3.0954, -3.9386], [-2.0774, 3.8164, -4.1538], [-2.9664, 1.8774, -3.4072], [-1.7500, 1.1540, -3.1078], [-4.4140, 4.3067, -4.9279], [-4.8099, 4.1400, -3.2562], [-5.1409, 2.7179, -4.3153], [-3.8167, 1.3904, -3.1623], [-1.9063, 0.6396, -2.1596], [-0.9427, 1.8767, -2.9887], [-1.4805, 0.4246, -3.8716], [1.1126, -3.5737, 1.9647], [1.8178, -4.8687, 2.1349], [1.5191, -5.8580, 1.4338], [2.6345, -4.9768, 3.1916], [3.3633, -6.1441, 3.6175], [1.7623, -2.7306, 2.1996], [0.2153, -3.5288, 2.5818], [0.7079, -3.3484, 0.9779], [2.7721, -4.1239, 3.7148], [3.0033, -7.0962, 3.2278], [3.4584, -6.2036, 4.7017], [4.3677, -6.0447, 3.2058], [-4.2382, -0.8279, -0.0616], [-3.9014, 0.6873, 0.1702], [-3.2618, 1.0318, 1.1225], [-4.3506, 1.5623, -0.6382], [-4.3924, 2.9652, -0.4114], [-5.2690, -1.0809, 0.1867], [-3.6171, -1.3812, 0.6429], [-4.0917, -1.1941, -1.0777], [-4.9366, 1.1972, -1.3753], [-4.1656, 3.6363, -1.2398], [-3.7405, 3.2640, 0.4095], [-5.3995, 3.2034, -0.0689]],
  "energy_ha": -3900.12944,
  "gap_ev": [7.53, 1.74],
  "total_charge": 2,
  "multiplicity": 7
}